Record 1
ORCA calculation (wB97M-V/def2-TZVPD) on H3N3O2S in the gas phase at a distorted geometry.

Geometry as XYZ:
```
9
Properties=species:S:1:pos:R:3:nbo_charge:R:1
N 0.878 1.254 0.063 -1.012
N -1.036 -0.534 1.002 -0.649
N -0.139 -1.424 0.330 0.601
O 0.188 -2.434 0.750 -0.266
O 0.095 -0.960 -0.909 -0.616
S -0.768 1.012 0.341 0.974
H 1.141 2.166 -0.256 0.407
H 1.083 0.343 -0.544 0.443
H -1.442 0.575 -0.777 0.117
```

- Energy above the lowest of the compared OMol25 structures with the same formula, charge and spin: 75.2 kcal/mol
- Total charge: 0

***

Record 2
ORCA calculation (wB97M-V/def2-TZVPD) on a 2-piece molecular cluster, H3N3O2S overall at a distorted geometry.

Geometry as XYZ:
```
9
Properties=species:S:1:pos:R:3:nbo_charge:R:1
N -1.003 -0.394 -0.187 -0.551
N 1.017 0.187 -0.235 -0.433
N 2.015 -0.765 -0.037 0.612
O 1.706 -1.883 -0.330 -0.378
O 3.054 -0.344 0.406 -0.380
S 1.130 1.843 -0.161 0.339
H -1.352 -0.247 0.801 0.338
H -0.755 -1.365 -0.306 0.348
H 1.859 1.909 0.968 0.104
```

- Energy above the lowest of the compared OMol25 structures with the same formula, charge and spin: 105.1 kcal/mol
- Total charge: 0

***

Record 3
ORCA calculation (wB97M-V/def2-TZVPD) on a 3-piece molecular cluster, H3N3O3 overall at a distorted geometry.

Geometry as XYZ:
```
9
Properties=species:S:1:pos:R:3:nbo_charge:R:1
O -1.054 0.958 1.409 -0.236
N -0.595 0.999 0.329 0.349
O -0.748 2.246 -0.327 -0.590
H -0.013 2.403 -0.930 0.482
N -2.562 -1.037 1.020 0.003
N -2.728 -1.625 0.107 -0.008
O 2.838 -1.191 -0.268 -0.941
H 2.472 -2.100 -0.365 0.473
H 2.391 -0.652 -0.975 0.469
```

- Energy above the lowest of the compared OMol25 structures with the same formula, charge and spin: 15.4 kcal/mol
- Total charge: 0
- SMILES string: O=NO.N#N.O

***

Record 4
ORCA calculation (wB97M-V/def2-TZVPD) on a 2-piece molecular cluster, H3N3O3S overall at a distorted geometry.

Geometry as XYZ:
```
10
Properties=species:S:1:pos:R:3:nbo_charge:R:1
N 1.990 -0.638 -0.454 -0.441
N 0.975 -1.059 0.093 -0.010
N 0.178 -0.321 0.855 0.149
O 0.220 1.745 -0.394 -0.465
O -0.090 0.918 0.828 -0.075
O -1.506 -1.060 0.067 -0.745
S -2.357 0.083 -0.232 0.721
H 2.468 -1.311 -1.125 0.355
H 1.136 1.346 -0.714 0.481
H -3.013 0.298 1.077 0.031
```

- Energy above the lowest of the compared OMol25 structures with the same formula, charge and spin: 152.7 kcal/mol
- Total charge: 0

***

Record 5
ORCA calculation (wB97M-V/def2-TZVPD) on a 2-piece molecular cluster, H3NO2 overall at a distorted geometry.

Geometry as XYZ:
```
6
Properties=species:S:1:pos:R:3:nbo_charge:R:1
N -1.243 0.081 1.094 0.003
O -0.042 -0.139 1.130 -0.265
H -1.396 1.063 0.877 0.263
O 1.264 -0.396 -1.255 -0.928
H 1.086 0.143 -0.456 0.468
H 0.332 -0.752 -1.389 0.458
```

- Energy above the lowest of the compared OMol25 structures with the same formula, charge and spin: 4.6 kcal/mol
- Total charge: 0
- SMILES string: N=O.O

***

Record 6
ORCA calculation (wB97M-V/def2-TZVPD) on a 2-piece molecular cluster, H3NO2S overall at a distorted geometry.

Geometry as XYZ:
```
7
Properties=species:S:1:pos:R:3:nbo_charge:R:1
O 0.338 -3.097 -1.214 -0.707
S 0.746 -2.644 0.097 0.708
N -0.096 1.633 0.419 -0.577
O -0.306 0.244 0.832 -0.544
H 0.707 1.861 -0.187 0.342
H -0.904 2.015 0.035 0.334
H -0.485 -0.012 0.017 0.444
```

- Energy above the lowest of the compared OMol25 structures with the same formula, charge and spin: 98.6 kcal/mol
- Total charge: 0
- SMILES string: O=S.NO

***

| no. | DFT total energy (eV) |
| --- | --- |
| 1 | -19442.87597 |
| 2 | -19441.57724 |
| 3 | -10659.12795 |
| 4 | -21486.69404 |
| 5 | -5630.63140 |
| 6 | -16464.40318 |